{
  "formula": "C23H34AlFN5O3S3",
  "method": "wB97M-V/def2-TZVPD",
  "charge": 3,
  "de_lowest_kj_mol": 51.3,
  "homo_lumo_gap_ev": 8.6,
  "e_tot_ha": -2932.45078,
  "elements": ["Al", "C", "C", "S", "C", "C", "S", "C", "C", "S", "H", "H", "H", "H", "H", "H", "H", "H", "H", "H", "H", "H", "F", "C", "C", "C", "C", "O", "C", "C", "N", "C", "C", "C", "C", "C", "C", "N", "C", "C", "N", "C", "C", "C", "O", "O", "H", "H", "H", "H", "H", "H", "H", "H", "H", "H", "H", "H", "H", "H", "H", "H", "H", "H", "N", "N", "H", "H", "H", "H"],
  "coordinates": [[3.229, -0.528, 0.126], [5.730, -0.632, 2.429], [6.408, -1.422, 1.338], [5.639, -1.115, -0.310], [5.412, -2.739, -1.102], [4.640, -3.856, -0.397], [2.969, -3.215, 0.083], [2.749, -3.300, 1.862], [3.777, -2.629, 2.839], [3.889, -0.880, 2.591], [5.709, 0.477, 2.279], [6.171, -0.841, 3.400], [6.426, -2.451, 1.470], [7.464, -1.016, 1.290], [6.401, -3.112, -1.491], [4.886, -2.385, -1.993], [5.071, -4.287, 0.452], [4.388, -4.687, -1.015], [2.583, -4.371, 2.136], [1.787, -2.812, 2.050], [4.738, -3.089, 2.769], [3.354, -2.781, 3.818], [-2.406, 2.178, 2.308], [-2.210, 1.400, 1.182], [-1.027, 0.807, 0.982], [-0.832, 0.109, -0.187], [0.520, -0.296, -0.474], [1.459, -0.156, 0.427], [0.762, -0.783, -1.789], [-0.331, -1.015, -2.657], [-1.584, -0.645, -2.349], [-2.675, -0.932, -3.272], [-3.451, 0.212, -3.976], [-2.564, -0.641, -4.766], [-1.838, 0.036, -1.158], [-3.111, 0.552, -0.876], [-3.296, 1.300, 0.293], [-4.548, 1.913, 0.610], [-4.658, 3.403, 0.521], [-6.092, 3.729, 0.518], [-6.815, 3.264, 1.785], [-6.552, 1.767, 1.995], [-5.054, 1.494, 1.891], [2.132, -1.128, -2.346], [2.274, -1.789, -3.340], [3.150, -0.667, -1.622], [-0.275, 0.925, 1.768], [-0.115, -1.474, -3.597], [-3.182, -1.811, -2.907], [-3.056, 1.227, -3.804], [-4.503, 0.024, -4.062], [-1.678, -0.174, -5.131], [-2.988, -1.434, -5.346], [-3.933, 0.498, -1.580], [-4.309, 3.767, -0.505], [-4.174, 3.973, 1.318], [-6.535, 3.179, -0.281], [-6.271, 4.783, 0.355], [-7.826, 3.421, 1.790], [-6.426, 3.805, 2.543], [-7.166, 1.216, 1.250], [-6.959, 1.532, 2.952], [-4.811, 0.454, 2.146], [-4.538, 2.081, 2.710], [3.436, 1.449, 0.244], [4.778, 1.871, 0.600], [3.039, 1.899, -0.579], [2.785, 1.644, 1.017], [4.698, 2.780, 1.022], [5.338, 1.927, -0.248]]
}